# 1
{"formula": "C30H35BrN6O2W", "method": "the ωB97M-V functional and the def2-TZVPD basis", "species": ["W", "C", "N", "C", "C", "C", "N", "C", "C", "C", "C", "C", "C", "C", "O", "C", "C", "C", "N", "C", "C", "C", "C", "C", "C", "C", "O", "H", "H", "H", "H", "H", "H", "H", "H", "H", "H", "H", "H", "H", "H", "H", "H", "H", "H", "H", "H", "H", "H", "H", "H", "H", "C", "C", "C", "C", "C", "Br", "N", "C", "H", "H", "H", "H", "H", "H", "N", "C", "C", "C", "N", "H", "H", "H", "H"], "positions_angstrom": [[0.2612, -0.1474, -0.3258], [-1.5535, -0.7263, 2.8825], [-1.9149, -0.6271, 1.4530], [-2.9167, 0.4678, 1.3689], [-3.1383, 1.0233, -0.0282], [-2.3174, 2.2782, -0.2747], [-0.9320, 1.9853, -0.6619], [-0.4677, 2.8032, -1.5362], [0.8254, 2.7929, -2.1673], [1.0864, 3.6907, -3.2112], [2.3083, 3.6938, -3.8480], [3.3047, 2.8126, -3.4382], [3.0824, 1.9411, -2.3868], [1.8433, 1.9200, -1.7644], [1.5909, 1.0679, -0.7481], [-2.6410, -1.8761, 1.0938], [-1.8672, -3.1749, 1.3309], [-0.4102, -3.0773, 0.8759], [-0.3699, -2.2206, -0.3186], [-0.7430, -2.8786, -1.3880], [-1.1181, -2.3380, -2.6394], [-1.4970, -3.1823, -3.6974], [-1.9238, -2.6538, -4.8924], [-1.9744, -1.2698, -5.0664], [-1.5916, -0.4145, -4.0469], [-1.1610, -0.9465, -2.8464], [-0.7596, -0.1627, -1.8370], [-2.4557, -0.8611, 3.4881], [-1.0504, 0.1845, 3.1990], [-0.8986, -1.5734, 3.0641], [-2.5864, 1.2758, 2.0214], [-3.8653, 0.1059, 1.7771], [-4.1923, 1.2738, -0.1464], [-2.9043, 0.2763, -0.7876], [-2.3044, 2.8907, 0.6317], [-2.7993, 2.8736, -1.0522], [-1.1200, 3.6119, -1.8692], [0.3092, 4.3813, -3.5156], [2.4971, 4.3859, -4.6566], [4.2624, 2.8103, -3.9401], [3.8499, 1.2556, -2.0531], [-2.9363, -1.8018, 0.0467], [-3.5589, -1.9304, 1.6881], [-2.3781, -3.9503, 0.7566], [-1.9123, -3.4725, 2.3781], [-0.0212, -4.0689, 0.6422], [0.2125, -2.6666, 1.6637], [-0.8082, -3.9612, -1.3013], [-1.4283, -4.2544, -3.5589], [-2.2192, -3.3125, -5.6968], [-2.3045, -0.8587, -6.0105], [-1.6008, 0.6598, -4.1770], [3.0429, -1.7038, 4.6520], [2.6613, -1.5685, 3.2068], [3.3320, -2.2588, 2.1851], [2.9677, -2.0906, 0.8564], [1.9335, -1.2187, 0.6021], [1.8992, -1.2909, -2.2892], [1.2631, -0.6062, 1.5558], [1.6190, -0.7376, 2.8451], [3.8309, -2.4410, 4.7846], [2.1840, -1.9990, 5.2546], [3.4024, -0.7502, 5.0406], [4.1592, -2.9147, 2.4246], [3.4814, -2.6064, 0.0572], [1.0728, -0.1622, 3.5820], [1.8939, 2.5801, 1.5492], [1.9913, 3.6656, 2.3372], [0.7837, 3.8028, 2.9776], [0.0145, 2.7369, 2.4957], [0.6884, 1.9941, 1.6210], [2.6029, 2.2068, 0.9431], [2.8878, 4.2600, 2.3918], [0.4933, 4.5604, 3.6837], [-0.9974, 2.4874, 2.7701]], "orbital_gap_ha": 0.255, "fmax_ev_per_a": 4.27, "de_lowest_kj_mol": 0.0, "e_homo_ha": -0.51395, "charge": 2}


# 2
{"formula": "C30H35F12N2O19P", "method": "the ωB97M-V functional and the def2-TZVPD basis", "species": ["C", "N", "C", "C", "C", "C", "C", "C", "C", "C", "N", "C", "C", "C", "H", "H", "H", "H", "H", "H", "H", "H", "H", "H", "H", "H", "H", "H", "O", "H", "H", "H", "P", "F", "F", "F", "F", "F", "F", "C", "C", "O", "C", "O", "O", "F", "H", "H", "H", "C", "C", "O", "C", "O", "O", "F", "H", "H", "H", "C", "C", "O", "C", "O", "O", "F", "H", "H", "H", "C", "C", "O", "C", "O", "O", "F", "H", "H", "H", "C", "C", "O", "C", "O", "O", "F", "H", "H", "H", "C", "C", "O", "C", "O", "O", "F", "H", "H", "H"], "positions_angstrom": [[-3.7453, 25.5066, 7.0915], [-4.0257, 24.1718, 6.3882], [-4.7348, 23.1936, 7.0606], [-4.9173, 21.9396, 6.5287], [-4.3897, 21.6844, 5.2652], [-3.6580, 22.6061, 4.6093], [-3.5371, 23.9046, 5.1783], [-4.4536, 20.2985, 4.7974], [-4.9711, 20.0230, 3.5391], [-5.0239, 18.7113, 3.0855], [-4.5800, 17.6635, 3.9012], [-4.1655, 17.9496, 5.1516], [-4.0998, 19.2234, 5.5746], [-4.7385, 16.2732, 3.4037], [-4.6032, 26.1422, 6.8933], [-2.9206, 25.9724, 6.5553], [-3.5885, 25.3333, 8.1542], [-5.1383, 23.5157, 8.0425], [-5.5131, 21.2168, 7.0976], [-3.2128, 22.4315, 3.6346], [-2.9855, 24.6829, 4.6453], [-5.3519, 20.8038, 2.8878], [-5.4223, 18.3837, 2.1432], [-3.9296, 17.0868, 5.7521], [-3.7662, 19.3607, 6.5990], [-4.5457, 15.5356, 4.2014], [-4.0269, 15.9642, 2.6044], [-5.7554, 16.1070, 3.0780], [0.2883, 15.0358, 7.5905], [0.3969, 16.0181, 8.0142], [-0.0991, 15.2876, 6.7254], [-0.0609, 14.2899, 8.0788], [-1.1992, 17.8222, 9.0833], [-0.0195, 17.4223, 7.9146], [-0.2743, 17.1280, 10.1806], [-0.4138, 19.1800, 9.3534], [-2.3700, 18.1798, 10.1155], [-2.0286, 18.5020, 7.8262], [-1.8900, 16.3680, 8.7961], [3.3036, 19.2677, 11.5510], [2.5574, 18.0993, 12.2759], [1.2766, 18.6684, 12.6666], [1.2912, 20.0371, 12.3955], [0.3599, 20.7163, 12.6107], [2.4132, 20.4065, 11.7007], [3.1764, 17.7184, 13.4641], [3.5028, 19.1831, 10.4918], [4.2162, 19.5072, 12.0943], [2.4418, 17.1558, 11.7170], [-5.8511, 16.0840, 9.2503], [-5.4920, 17.5713, 9.2231], [-6.5110, 18.1687, 9.9173], [-7.5901, 17.3142, 10.1242], [-8.5178, 17.6921, 10.6606], [-7.2375, 16.1162, 9.6615], [-5.3877, 18.0710, 7.9130], [-5.2804, 15.5082, 9.9819], [-5.7804, 15.5850, 8.2726], [-4.5393, 17.8332, 9.6739], [-3.1812, 16.1364, 12.1630], [-2.7285, 17.1167, 13.2142], [-2.8955, 16.4721, 14.3890], [-3.7316, 15.3543, 14.2862], [-4.1511, 14.6330, 15.0325], [-4.0579, 15.3229, 12.9404], [-3.6671, 18.2068, 13.1716], [-2.3827, 15.5102, 11.7203], [-3.7988, 16.6541, 11.4262], [-1.7422, 17.5885, 13.1602], [-1.8218, 21.7052, 10.6943], [-1.7303, 21.9151, 9.2040], [-1.8829, 23.2929, 9.0729], [-2.7882, 23.6440, 10.0712], [-3.5240, 24.5702, 9.9250], [-2.7440, 22.7575, 11.0619], [-2.7413, 21.2819, 8.4516], [-0.8586, 21.9592, 11.1600], [-2.1377, 20.7578, 11.1188], [-0.7758, 21.6031, 8.8118], [-0.9988, 18.8215, 3.1059], [-0.4359, 19.5142, 4.3800], [-0.0458, 18.4204, 5.2453], [-0.5240, 17.2179, 4.7412], [-0.3404, 16.1828, 5.2830], [-1.2315, 17.3866, 3.5798], [-1.5098, 20.2386, 4.9640], [-0.2805, 18.7255, 2.2589], [-1.9435, 19.2007, 2.7427], [0.4148, 20.1863, 4.2932], [2.3602, 20.3114, 7.9867], [2.4510, 20.6246, 6.4716], [3.4662, 21.5372, 6.2977], [3.9170, 21.9267, 7.5362], [4.8417, 22.6326, 7.6337], [3.2350, 21.2932, 8.5434], [1.2260, 21.1542, 6.1443], [2.6950, 19.2808, 8.2150], [1.3233, 20.4353, 8.2461], [2.6673, 19.7743, 5.8058]], "orbital_gap_ha": 0.279, "fmax_ev_per_a": 7.99, "e_homo_ha": -0.54135, "charge": 2}


# 3
{"formula": "C30H35N7O5PdS2", "method": "the ωB97M-V functional and the def2-TZVPD basis", "species": ["Pd", "C", "C", "C", "C", "C", "C", "C", "S", "O", "O", "N", "C", "C", "O", "O", "H", "H", "H", "H", "H", "H", "H", "H", "H", "N", "C", "C", "C", "C", "C", "N", "H", "H", "H", "H", "H", "H", "S", "C", "C", "C", "N", "C", "C", "C", "C", "C", "N", "C", "C", "H", "H", "H", "H", "H", "H", "H", "H", "C", "N", "C", "C", "C", "N", "C", "C", "O", "H", "H", "H", "H", "H", "H", "H", "H", "H", "H", "H", "H"], "positions_angstrom": [[-1.1472, 0.5009, 2.0065], [-0.1205, 1.5281, -5.3713], [-0.9233, 1.6780, -4.1042], [-1.2781, 0.5630, -3.3528], [-1.9961, 0.6909, -2.1728], [-2.3970, 1.9471, -1.7409], [-2.0655, 3.0705, -2.4897], [-1.3254, 2.9338, -3.6563], [-3.1979, 2.1184, -0.1449], [-3.9601, 0.8913, 0.0231], [-3.9824, 3.3416, -0.2682], [-2.0576, 2.1904, 0.9080], [-1.2775, 3.4289, 0.8970], [-0.0287, 3.4315, 1.8125], [0.5392, 4.5388, 1.9009], [0.3321, 2.3476, 2.3420], [0.2690, 0.5124, -5.4637], [0.7280, 2.2170, -5.3887], [-0.7256, 1.7361, -6.2583], [-0.9568, -0.4226, -3.6701], [-2.2167, -0.1755, -1.5627], [-2.3930, 4.0429, -2.1459], [-1.0519, 3.8179, -4.2249], [-1.8866, 4.2915, 1.1789], [-0.8822, 3.6541, -0.1054], [-4.8510, 1.2565, 2.8003], [-4.1130, 1.4548, 3.9412], [-4.4557, 2.4504, 4.8741], [-3.6852, 2.5864, 6.0072], [-2.5937, 1.7450, 6.2033], [-2.3351, 0.7968, 5.2273], [-3.0784, 0.6379, 4.1370], [-5.2929, 2.0871, 2.4357], [-4.3386, 0.7837, 2.0590], [-5.2997, 3.1021, 4.6831], [-3.9216, 3.3587, 6.7311], [-1.9445, 1.8438, 7.0626], [-1.4706, 0.1422, 5.2854], [1.4591, -3.6413, -0.1532], [0.7992, -2.5790, 1.0867], [-0.5279, -2.6419, 1.4266], [-1.0388, -1.7845, 2.4204], [-0.2408, -0.8957, 3.1041], [1.0466, -0.7626, 2.6322], [1.6021, -1.5826, 1.6876], [2.3000, -4.8641, 0.7854], [3.2636, -5.6536, 0.1528], [3.9001, -6.6491, 0.8693], [3.6717, -6.9149, 2.1565], [2.7606, -6.1428, 2.7533], [2.0555, -5.1269, 2.1323], [-1.1857, -3.3589, 0.9501], [-2.0360, -1.9355, 2.8146], [1.6063, 0.0630, 3.0547], [2.6275, -1.4350, 1.3721], [3.5152, -5.4832, -0.8871], [4.6492, -7.2666, 0.3813], [2.5773, -6.3523, 3.8029], [1.3363, -4.5299, 2.6778], [1.0691, 1.3972, -0.6212], [1.8523, 0.7451, -1.6650], [2.7297, 1.6204, -2.4101], [3.8341, 0.8208, -3.0681], [3.2022, -0.2229, -3.9646], [2.1785, -0.9512, -3.2543], [1.7553, -2.1927, -3.8490], [1.4909, -0.4821, -2.1330], [0.6198, -1.1659, -1.6176], [1.7322, 2.0164, -0.0170], [0.5791, 0.6932, 0.0472], [0.2962, 2.0365, -1.0559], [3.1383, 2.3501, -1.7099], [2.1669, 2.1860, -3.1692], [4.4300, 0.3313, -2.2941], [4.4900, 1.4718, -3.6497], [3.9562, -0.9383, -4.3134], [2.7849, 0.2594, -4.8630], [2.5912, -2.8988, -3.9103], [1.3692, -2.0324, -4.8650], [0.9744, -2.6264, -3.2320]], "orbital_gap_ha": 0.171, "fmax_ev_per_a": 0.62, "de_lowest_kj_mol": 50.3, "e_homo_ha": -0.02329, "charge": -2}